1.
17
Properties=species:S:1:pos:R:3 method="wB97M-V/def2-TZVPD" max_force_ev_per_a=1.69 lumo_energy_ha=0.0198 e_tot_ha=-1026.02084 e_above_lowest_kcal_mol=103.67 homo_ha=-0.2801
C -0.010 -2.083 -2.657
C -1.112 1.672 1.685
C 1.264 0.396 1.422
N -0.740 -0.075 -0.292
N 1.965 -0.840 -1.160
S 0.806 -1.699 -0.979
S 0.046 1.165 0.321
H 0.782 -2.269 -3.374
H -0.614 -1.243 -2.979
H -0.625 -2.964 -2.513
H -0.565 2.196 2.459
H -1.870 2.325 1.264
H -1.572 0.770 2.071
H 0.778 -0.374 2.012
H 2.032 -0.044 0.788
H 1.678 1.180 2.049
H -1.079 0.161 -1.213

2.
34
Properties=species:S:1:pos:R:3 method="wB97M-V/def2-TZVPD" max_force_ev_per_a=0.70 lumo_energy_ha="-0.1289 / -0.1144" e_tot_ha=-2371.02290 spin_multiplicity=3 e_above_lowest_kcal_mol=0.00 homo_ha="-0.4271 / -0.4340" charge=+1 s_squared=2.02
V -0.042 -0.203 -0.179
S 0.156 0.635 1.974
C -1.135 -0.540 2.186
C -1.792 -0.847 3.366
C -2.793 -1.802 3.325
C -3.114 -2.431 2.128
C -2.419 -2.083 0.992
N -1.453 -1.156 1.023
H -1.522 -0.339 4.281
H -3.328 -2.057 4.231
H -3.892 -3.179 2.077
H -2.628 -2.543 0.036
C 4.425 0.254 0.565
N 3.154 -0.439 0.409
C 2.871 -1.255 -0.594
N 3.803 -1.498 -1.508
S 1.336 -2.060 -0.723
H 4.371 0.867 1.459
H 4.620 0.907 -0.288
H 5.247 -0.454 0.684
H 2.447 -0.325 1.126
H 4.737 -1.132 -1.438
H 3.579 -2.101 -2.282
C -0.689 3.090 -2.411
C -1.220 1.673 -2.271
C -2.609 1.648 -1.647
O -0.322 0.916 -1.471
H -1.348 3.677 -3.049
H 0.309 3.081 -2.850
H -0.637 3.560 -1.427
H -1.265 1.213 -3.263
H -2.556 2.090 -0.649
H -2.971 0.620 -1.566
H -3.320 2.215 -2.245